Record 1
DFT (ωB97M-V with the def2-TZVPD basis set) results for an isolated molecule of C8H11N.

## Properties
SMILES string: C1=C[C@H]2[C@@H]3CC[C@H](C1)N23
Gap between HOMO and LUMO: 10.08 eV
E_LUMO: 1.14 eV
Energy relative to the best compared isomer or geometry (same formula, charge and spin): 255.8 kJ/mol

Element x y z (Å)
C  -1.442  1.656  0.544
C  -0.859  1.937  -0.624
C  0.020  0.765  -0.965
C  1.338  0.168  -1.114
C  1.184  -1.385  -1.057
C  0.373  -1.595  0.276
C  0.286  -0.287  1.030
C  -1.165  0.324  1.263
N  1.023  0.673  0.159
H  -1.929  2.546  1.058
H  -1.156  2.881  -1.235
H  -0.595  -0.084  -0.960
H  2.189  0.537  -1.745
H  0.674  -1.847  -1.863
H  2.237  -1.748  -0.992
H  0.863  -2.348  0.868
H  -0.648  -1.944  -0.006
H  0.710  -0.367  2.058
H  -1.217  0.587  2.362
H  -1.887  -0.471  0.945

Record 2
DFT (ωB97M-V with the def2-TZVPD basis set) results for a structure of composition C8H11N11NiS4.

## Properties
Spin multiplicity: 3
Total charge: -2
Gap between HOMO and LUMO (alpha / beta): 4.38 / 4.35 eV
E_LUMO (alpha / beta): 4.06 / 4.06 eV
⟨S²⟩: 2.008
Energy relative to the best compared isomer or geometry (same formula, charge and spin): 0.0 kJ/mol

Element x y z (Å)
Ni  0.824  -2.631  0.809
S  0.929  -2.812  3.265
S  0.123  -4.629  3.819
S  -1.349  -5.111  2.399
S  -0.685  -4.411  0.570
N  2.966  -2.016  -1.864
C  1.622  -1.888  -2.117
N  1.141  -1.491  -3.289
N  -0.191  -1.428  -3.082
N  -0.480  -1.770  -1.873
N  0.664  -2.087  -1.220
C  3.540  -2.196  -0.622
N  4.850  -2.125  -0.452
N  5.009  -2.325  0.877
N  3.874  -2.500  1.451
N  2.890  -2.437  0.517
H  3.594  -1.835  -2.624
N  -0.136  -0.812  1.054
C  -0.647  0.196  0.857
N  -1.307  1.302  0.569
C  -1.699  2.257  1.590
C  -1.423  3.668  1.085
C  -2.095  3.893  -0.270
C  -1.662  2.832  -1.283
C  -1.933  1.434  -0.744
H  -1.153  2.030  2.504
H  -2.772  2.142  1.801
H  -0.342  3.797  0.984
H  -1.777  4.396  1.819
H  -1.862  4.893  -0.644
H  -3.183  3.845  -0.142
H  -0.591  2.927  -1.482
H  -2.187  2.964  -2.231
H  -1.540  0.651  -1.393
H  -3.016  1.276  -0.641

Record 3
DFT (ωB97M-V with the def2-TZVPD basis set) results for the ion C8H11N2O with charge +1.

## Properties
SMILES string: [H]/N=C(/C)Oc1ccc[n+](C)c1
Total charge: +1
Gap between HOMO and LUMO: 8.88 eV
E_LUMO: -4.99 eV
Energy relative to the best compared isomer or geometry (same formula, charge and spin): 254.9 kJ/mol

Element x y z (Å)
H  1.374  0.846  -1.497
N  2.337  0.676  -1.276
C  2.492  -0.050  -0.285
C  3.831  -0.476  0.232
O  1.546  -0.486  0.617
C  0.260  -0.072  0.453
C  0.017  1.282  0.583
C  -1.219  1.796  0.322
C  -2.220  0.960  -0.050
N  -2.012  -0.402  -0.114
C  -3.173  -1.240  -0.309
C  -0.750  -0.985  0.128
H  4.539  -0.380  -0.687
H  3.722  -1.435  0.624
H  4.125  0.321  0.897
H  0.812  1.815  0.915
H  -1.335  2.845  0.622
H  -3.319  1.293  -0.257
H  -3.873  -0.556  -0.643
H  -3.225  -2.082  -0.873
H  -3.302  -1.621  0.702
H  -0.626  -2.048  -0.104

| no. | DFT total energy (eV) |
| --- | --- |
| 1 | -9960.473 |
| 2 | -109251.444 |
| 3 | -13493.730 |